Record 1
C4H8O | ωB97M-V with the def2-TZVPD basis set

The lowest unoccupied orbital energy comes out at 0.731 eV. The value obtained for the max |F| is 0.3 eV Å⁻¹. Its net charge is 0.

Last column: natural (NBO) charge in e.
Geometry (Å):
C -1.288422 -1.053352 -0.064616  -0.606
C -0.097389 -0.154469 0.233363  -0.412
C 1.288365 -0.500704 -0.329468  -0.076
O 1.178125 0.678758 -1.168185  -0.470
C -0.027795 1.036214 -0.742099  0.306
H -2.197527 -0.559107 0.289494  0.226
H -1.230113 -2.040889 0.405987  0.216
H -1.396532 -1.194296 -1.145894  0.212
H -0.086336 0.184358 1.274562  0.234
H 1.369255 -1.393196 -0.954867  0.190
H 2.153151 -0.424122 0.337219  0.193
H 0.301863 2.761769 1.279784  -0.026
H 0.033361 2.659041 0.584723  0.016

Forces on the atoms, in the same order (eV/Å):
-0.07 -0.02 -0.05
-0.09 0.08 0.03
0.11 -0.25 0.07
-0.11 0.18 -0.05
0.10 -0.22 -0.17
0.08 -0.09 -0.06
0.12 0.21 -0.01
0.02 -0.05 0.13
0.01 -0.14 -0.15
-0.05 0.04 0.11
-0.17 -0.01 -0.08
-0.02 0.09 -0.04
0.07 0.18 0.28



Record 2
C4H8O | ωB97M-V with the def2-TZVPD basis set

The lowest unoccupied orbital energy comes out at 0.757 eV. The value obtained for the max |F| is 3.6 eV Å⁻¹. Its net charge is 0.

Last column: natural (NBO) charge in e.
Geometry (Å):
C 1.694422 -0.444467 -0.452982  -0.600
C 0.640202 0.018584 0.558150  -0.535
C -0.736448 -0.335737 0.110633  0.587
C -1.755715 0.739889 -0.108479  -0.713
O -1.014061 -1.507200 0.381884  -0.572
H 1.640454 0.141396 -1.371569  0.197
H 2.692739 -0.338242 -0.032269  0.213
H 1.542544 -1.493211 -0.703021  0.220
H 0.529788 -0.917787 1.319806  0.281
H 0.743324 1.077712 0.791016  0.217
H -1.804040 1.389282 0.765448  0.241
H -1.439839 1.360544 -0.947741  0.226
H -2.733370 0.309237 -0.310876  0.237

Forces on the atoms, in the same order (eV/Å):
0.01 0.27 -0.03
0.13 -2.70 0.21
-0.81 -1.18 2.29
-0.09 -0.27 -1.04
-1.16 0.87 -1.72
0.11 0.02 -0.07
0.05 0.03 -0.04
-0.04 0.01 0.01
1.64 3.15 -0.37
0.16 -0.27 0.70
0.11 -0.13 0.11
-0.11 0.16 -0.06
-0.02 0.05 0.02



Record 3
C4H8O | ωB97M-V with the def2-TZVPD basis set

The lowest unoccupied orbital energy comes out at 1.103 eV. The value obtained for the max |F| is 2.4 eV Å⁻¹. Its net charge is 0.

Last column: natural (NBO) charge in e.
Geometry (Å):
C 0.345376 2.370004 0.806629  -0.645
C 0.162507 0.919814 0.840826  -0.163
C -0.044860 0.075244 -0.159675  -0.219
C 0.169405 -1.409873 -0.205691  -0.102
O -0.642758 -2.015287 -1.223183  -0.713
H 0.099913 2.793987 -0.169982  0.217
H -0.207373 2.821119 1.633744  0.220
H 1.396209 2.641996 0.930867  0.226
H 0.281700 0.363722 1.782540  0.190
H -0.286235 0.484123 -1.162805  0.169
H -0.212556 -1.847552 0.727910  0.174
H 1.193306 -1.787325 -0.243904  0.184
H -1.033652 -1.305788 -1.712793  0.462

Forces on the atoms, in the same order (eV/Å):
-0.08 0.75 -0.06
0.21 -2.34 0.53
0.55 0.64 -1.70
-1.70 -0.73 1.22
0.81 -0.36 0.35
-0.44 0.02 0.17
-0.03 0.35 -0.29
0.07 -0.21 0.29
0.31 0.69 0.08
0.35 0.03 0.40
0.14 0.16 0.16
0.17 0.55 -0.59
-0.38 0.45 -0.54